[1]
Entry from the Open Molecules 2025 dataset: a cluster of 5 separate species, C24H49BNO11S2 in total in a non-equilibrium geometry (ωB97M-V/def2-TZVPD).

Geometry as XYZ:
```
88
Properties=species:S:1:pos:R:3
C -3.682 -2.959 1.652
C -3.670 -1.570 1.033
C -3.305 -1.568 -0.453
O -2.860 -2.838 -0.955
C -1.596 -3.128 -0.715
O -0.768 -2.380 -0.288
C -1.301 -4.583 -1.061
S 0.415 -5.032 -0.833
C 1.237 -4.202 -2.114
C 2.625 -4.133 -2.131
C 3.227 -3.437 -3.157
C 2.503 -2.779 -4.138
C 1.130 -2.863 -4.080
O 0.301 -2.260 -4.942
B -0.316 -1.124 -4.348
O -1.206 -1.336 -3.294
O -0.027 0.107 -4.807
N 0.548 -3.583 -3.091
O -2.740 -0.687 1.681
C -3.180 -0.109 2.808
O -4.012 -0.575 3.524
C -2.490 1.192 3.104
S -3.397 2.610 2.469
H -4.158 -3.663 0.979
H -2.650 -3.258 1.821
H -4.229 -2.962 2.583
H -4.676 -1.175 1.136
H -2.606 -0.772 -0.674
H -4.207 -1.347 -1.011
H -1.656 -4.731 -2.080
H -1.918 -5.225 -0.444
H 3.178 -4.628 -1.353
H 4.304 -3.379 -3.198
H 2.994 -2.225 -4.915
H -0.860 -0.898 -2.505
H 0.051 0.709 -4.050
H -0.463 -3.626 -3.094
H -2.392 1.266 4.178
H -1.485 1.140 2.695
H -3.610 2.228 1.201
C -0.582 6.139 -0.289
C 0.251 5.793 0.937
C 1.020 4.494 0.736
O -0.584 5.694 2.086
H -1.321 5.355 -0.480
H -1.128 7.069 -0.129
H 0.042 6.250 -1.177
H 0.951 6.603 1.142
H 0.326 3.663 0.574
H 1.610 4.259 1.621
H 1.690 4.559 -0.124
H -1.215 4.981 1.932
C 2.208 4.367 -3.168
C 1.743 3.155 -2.380
C 2.821 2.654 -1.433
O 1.360 2.105 -3.283
H 3.080 4.116 -3.778
H 1.425 4.709 -3.844
H 2.477 5.188 -2.504
H 0.847 3.408 -1.814
H 3.711 2.352 -1.992
H 2.471 1.781 -0.878
H 3.108 3.426 -0.719
H 2.136 1.863 -3.802
C 6.921 0.869 -3.076
C 6.476 -0.453 -2.472
C 7.632 -1.174 -1.798
O 5.902 -1.287 -3.489
H 7.684 0.703 -3.841
H 6.082 1.373 -3.559
H 7.333 1.532 -2.316
H 5.683 -0.275 -1.745
H 8.417 -1.401 -2.523
H 7.299 -2.121 -1.371
H 8.065 -0.568 -1.001
H 6.585 -1.458 -4.146
C -6.202 -2.748 7.240
C -4.975 -1.867 7.419
C -5.363 -0.412 7.637
O -4.120 -1.979 6.282
H -6.772 -2.433 6.362
H -5.907 -3.786 7.084
H -6.856 -2.700 8.112
H -4.393 -2.221 8.271
H -5.908 -0.029 6.770
H -4.474 0.206 7.762
H -5.994 -0.297 8.520
H -4.609 -1.670 5.512
```

## Properties
F_max (eV/A): 1.2
Net charge: +1


[2]
Entry from the Open Molecules 2025 dataset: a cluster of 4 separate species, C24H49N2O14P in total in a non-equilibrium geometry (ωB97M-V/def2-TZVPD).

Geometry as XYZ:
```
90
Properties=species:S:1:pos:R:3
C 0.550 2.552 -0.376
C -0.563 3.059 -0.869
C -1.983 3.667 -1.392
O -3.013 2.988 -0.633
P -4.171 2.195 -1.578
O -3.723 1.723 -2.966
O -4.904 0.831 -0.805
C -3.921 0.031 -0.088
C -3.293 -1.190 -0.963
N -3.151 -1.169 -2.288
O -5.488 3.332 -1.814
O -6.513 3.012 -0.971
C -6.217 3.531 0.352
N -5.989 3.802 1.528
H 1.396 1.807 -0.128
H -1.982 4.803 -1.134
H -2.058 3.596 -2.532
H -4.440 -0.488 0.817
H -3.034 0.617 0.350
H -2.935 -2.169 -0.436
H -2.724 -2.070 -2.612
C 4.168 -1.550 3.315
O 3.633 -2.460 2.371
C 2.231 -2.650 2.548
C 1.636 -3.369 1.341
O 1.354 -2.484 0.254
C 2.490 -2.050 -0.497
C 3.027 -3.127 -1.433
O 3.870 -4.029 -0.719
C 4.127 -5.211 -1.455
H 3.998 -1.906 4.335
H 5.243 -1.471 3.142
H 3.723 -0.558 3.179
H 1.735 -1.683 2.685
H 2.089 -3.265 3.445
H 0.666 -3.780 1.638
H 2.255 -4.208 1.018
H 3.268 -1.651 0.159
H 2.129 -1.219 -1.110
H 3.630 -2.661 -2.221
H 2.193 -3.673 -1.886
H 3.196 -5.764 -1.622
H 4.800 -5.840 -0.867
H 4.605 -4.977 -2.411
C -10.188 -0.868 -8.153
O -9.259 -0.824 -7.085
C -8.756 -2.118 -6.762
C -7.542 -2.003 -5.845
O -6.332 -1.738 -6.559
C -6.175 -0.396 -7.026
C -5.803 0.578 -5.913
O -6.970 0.986 -5.201
C -6.648 1.621 -3.977
H -11.036 -1.512 -7.902
H -10.553 0.146 -8.329
H -9.699 -1.223 -9.066
H -8.480 -2.653 -7.677
H -9.553 -2.666 -6.244
H -7.387 -2.975 -5.366
H -7.698 -1.274 -5.048
H -7.055 -0.065 -7.583
H -5.342 -0.433 -7.734
H -5.348 1.476 -6.348
H -5.092 0.104 -5.228
H -6.137 0.920 -3.310
H -7.580 1.934 -3.499
H -6.025 2.502 -4.151
C 8.797 -0.824 5.434
O 8.491 0.538 5.671
C 7.912 1.162 4.527
C 7.307 2.510 4.906
O 5.999 2.390 5.472
C 5.954 1.929 6.823
C 6.357 3.002 7.829
O 7.777 3.082 7.927
C 8.199 4.261 8.589
H 9.497 -0.924 4.600
H 9.260 -1.231 6.335
H 7.881 -1.389 5.230
H 7.138 0.516 4.098
H 8.711 1.315 3.791
H 7.172 3.090 3.987
H 7.968 3.088 5.555
H 6.535 1.012 6.948
H 4.906 1.673 7.005
H 5.969 2.740 8.820
H 5.947 3.970 7.521
H 7.903 5.145 8.014
H 9.288 4.243 8.657
H 7.781 4.309 9.599
```

## Properties
SMILES: [H]/N=C/CO[P@](=O)(OCC#C)OOC#N.COCCOCCOC.COCCOCCOC.COCCOCCOC
F_max (eV/A): 7.6


[3]
Entry from the Open Molecules 2025 dataset: a cluster of 5 separate species, C24H50Cl2IN5O6Si in total in a non-equilibrium geometry (ωB97M-V/def2-TZVPD).

Geometry as XYZ:
```
89
Properties=species:S:1:pos:R:3
C -1.481 1.869 -2.361
C -1.239 1.101 -0.996
Cl -2.379 1.651 0.344
C -1.227 -0.531 -1.155
Cl -2.666 -1.177 -0.212
C 0.150 -1.000 -0.558
C 0.509 -0.699 0.950
O -0.132 -0.154 1.826
N 1.833 -1.312 1.046
C 1.577 -2.720 0.617
C 0.913 -3.675 1.704
C 1.456 -3.402 3.154
O 0.826 -4.216 4.156
Si 0.888 -3.355 5.642
C 0.815 -4.596 7.089
C 2.466 -2.314 5.886
C -0.591 -2.123 5.740
C 0.631 -2.518 -0.666
I -0.761 -4.096 -1.153
H -2.354 1.506 -2.971
H -0.521 1.925 -2.952
H -1.722 2.952 -2.092
H -0.214 1.401 -0.635
H -1.369 -0.770 -2.237
H 0.961 -0.440 -1.106
H 2.304 -1.203 1.946
H 2.566 -3.159 0.299
H -0.205 -3.503 1.700
H 1.051 -4.739 1.370
H 2.576 -3.553 3.127
H 1.235 -2.309 3.363
H 1.496 -5.449 6.830
H -0.242 -4.935 7.264
H 1.220 -4.100 8.018
H 2.519 -2.074 6.987
H 3.421 -2.832 5.606
H 2.433 -1.332 5.332
H -1.284 -2.311 4.879
H -1.079 -2.325 6.735
H -0.232 -1.055 5.704
H 1.383 -2.564 -1.501
C 2.860 1.295 6.609
C 4.313 1.564 6.906
O 4.956 0.873 7.682
N 4.903 2.617 6.277
C 4.313 3.544 5.333
H 2.531 0.429 7.180
H 2.251 2.152 6.899
H 2.728 1.079 5.547
H 5.874 2.738 6.523
H 4.869 3.490 4.395
H 4.397 4.555 5.736
H 3.267 3.319 5.143
C -0.884 5.756 -0.207
C -1.367 6.190 -1.560
O -2.036 5.457 -2.274
N -1.035 7.442 -1.983
C -0.257 8.447 -1.289
H -1.227 4.741 -0.023
H 0.208 5.765 -0.172
H -1.290 6.408 0.569
H -1.394 7.662 -2.901
H -0.872 9.341 -1.164
H 0.613 8.699 -1.899
H 0.076 8.101 -0.315
C -4.495 -0.628 -5.749
C -3.688 -1.028 -4.546
O -2.886 -0.267 -4.007
N -3.855 -2.275 -4.051
C -4.728 -3.329 -4.525
H -4.245 0.394 -6.026
H -4.260 -1.278 -6.589
H -5.563 -0.675 -5.522
H -3.274 -2.454 -3.247
H -5.412 -3.604 -3.720
H -4.118 -4.197 -4.784
H -5.301 -3.020 -5.394
C -0.484 -0.138 -6.481
C -1.196 -1.026 -7.468
O -2.403 -0.952 -7.655
N -0.452 -1.930 -8.161
C 0.975 -2.168 -8.080
H -1.207 0.525 -6.008
H -0.011 -0.741 -5.704
H 0.264 0.471 -6.992
H -0.995 -2.489 -8.802
H 1.413 -2.003 -9.066
H 1.140 -3.207 -7.788
H 1.455 -1.511 -7.360
```

## Properties
SMILES: C[C@@H](Cl)[C@H](Cl)[C@H]1C(=O)N[C@@H](CCO[Si](C)(C)C)[C@H]1I.CNC(C)=O.CNC(C)=O.CNC(C)=O.CNC(C)=O
F_max (eV/A): 2.3


Calculated total energy (hartree), listed in the same order as above: -2647.426764 -2447.606955 -3177.338276
Calculated HOMO-LUMO gap (eV), listed in the same order as above: 7.6 8.9 9.4